41
Properties=species:S:1:pos:R:3 method="wB97M-V/def2-TZVPD" total_charge=+3 homo_ev="-17.97 / -17.97" lumo_energy_ha="-0.480 / -0.395" spin_multiplicity=7
Tb -0.685 0.011 -0.668
N 1.294 -0.022 -2.041
N -0.258 0.000 1.524
N -0.931 -2.004 -2.058
N -0.937 2.033 -2.036
N -0.209 0.004 4.027
C -0.073 -1.772 -3.269
C -1.561 -0.304 3.617
C -0.077 1.768 -3.242
C 0.182 1.324 3.571
C 1.305 -1.287 -2.863
C 0.162 1.355 2.003
C 0.716 -1.038 1.994
C 1.298 1.260 -2.842
C 0.719 -1.008 3.561
C -1.624 -0.318 2.045
H -1.920 -1.305 1.664
H -2.327 0.443 1.672
H -0.611 1.072 -3.889
H -1.878 -2.246 -2.361
H 0.428 -1.979 3.956
H -0.605 2.885 -1.578
H 1.807 2.011 -2.232
H -0.608 -2.855 -1.590
H -1.856 -1.278 4.003
H 2.177 -0.024 -1.531
H -0.560 2.091 1.626
H 1.720 -0.781 3.923
H -0.593 -1.069 -3.919
H 1.148 1.571 1.584
H -2.249 0.442 4.007
H 0.393 -2.010 1.607
H -1.880 2.279 -2.344
H 1.802 -2.049 -2.258
H 1.184 1.554 3.929
H -0.502 2.069 3.972
H 1.907 1.119 -3.736
H 1.922 -1.141 -3.751
H 0.035 -2.696 -3.837
H 1.696 -0.792 1.578
H 0.047 2.687 -3.816